Below is a structure of composition C4H6DyO2, with properties calculated with ωB97M-V/def2-TZVPD.

LUMO (alpha / beta) = -17.38 / -15.19 eV
spin multiplicity = 6
expectation value of S² = 9.576
net charge = +3
Kohn-Sham gap (alpha / beta) = 6.6 / 9.7 eV
HOMO energy (alpha / beta) = -0.881 / -0.913 Ha

Each line ends with the Mulliken charge.
Element x y z (Å)
H: 0.99571 -0.62910 1.41521  0.412
O: 2.72014 0.39502 0.43597  -0.171
C: 1.45681 0.24283 0.70349  0.245
C: 0.57781 -0.25981 -0.24086  -0.465
C: -0.80243 -0.86023 -0.11527  -0.742
C: -1.97492 0.05221 -0.13143  0.269
O: -1.87393 1.27502 -0.07188  -0.674
Dy: -0.13272 2.48068 -0.42927  1.857
H: 2.86878 1.06924 -0.24083  0.407
H: 1.00645 -0.33701 -1.25085  0.453
H: -0.88915 -1.41451 0.83580  0.450
H: -0.97911 -1.61626 -0.89847  0.438
H: -2.97346 -0.39809 -0.01161  0.522



Below is a cluster of 3 separate species, C2H8NO3P in total, with properties calculated with ωB97M-V/def2-TZVPD.

LUMO = 0.48 eV
relative energy (zero: lowest compared OMol25 entry of this formula, charge and spin) = 233.6 kJ/mol
net charge = 0
Kohn-Sham gap = 10.0 eV
HOMO energy = -0.350 Ha

Each line ends with the Mulliken charge.
Element x y z (Å)
H: 0.15559 1.17063 -2.56287  0.255
N: 0.62116 0.87921 -1.70212  -0.513
P: 0.20085 1.03091 -0.20086  0.341
O: 1.50737 0.66499 0.70789  -0.286
C: 2.82232 0.29496 0.36774  -0.468
H: 3.48440 0.70687 1.10751  0.234
H: 3.10829 0.78897 -0.66417  0.262
H: 2.81434 -0.87386 0.25270  0.187
C: -0.69496 -2.17210 0.57877  -0.121
O: -1.71075 -1.58894 0.81474  -0.371
H: -0.44798 -3.14938 1.08770  0.229
H: -0.03896 -1.90979 -0.24252  0.250
O: -3.87678 1.55804 -0.18663  -0.631
H: -3.43501 0.80247 0.14790  0.326
H: -4.50989 1.79702 0.49423  0.307



Below is a cluster of 2 separate species, C4H12N2S in total, with properties calculated with ωB97M-V/def2-TZVPD.

LUMO = -0.54 eV
relative energy (zero: lowest compared OMol25 entry of this formula, charge and spin) = 263.9 kJ/mol
net charge = 0
Kohn-Sham gap = 8.1 eV
HOMO energy = -0.318 Ha

Each line ends with the Mulliken charge.
Element x y z (Å)
C: -0.66073 -0.85889 0.41980  -0.602
N: -0.64148 0.18396 -0.60768  -0.298
C: -0.98209 1.49132 -0.10507  -0.241
N: -1.30783 2.40119 -1.20818  -0.621
C: 0.50799 -1.82973 0.20595  -0.667
C: 1.93995 -1.30985 -0.08131  -0.614
S: 2.31636 0.19212 0.84515  -0.183
H: -0.56490 -0.34226 1.38318  0.311
H: -1.57456 -1.46515 0.46620  0.283
H: 0.23117 0.16531 -1.11942  0.247
H: -0.13755 1.89418 0.47094  0.177
H: -1.85528 1.33048 0.54053  0.311
H: -1.99793 1.93250 -1.78309  0.238
H: -1.66423 3.28615 -0.89771  0.220
H: 0.60427 -2.35417 1.16685  0.304
H: 0.15233 -2.53067 -0.55240  0.292
H: 2.67040 -2.07265 0.14745  0.372
H: 2.10593 -1.03396 -1.13071  0.373
H: 0.85817 0.92012 1.83951  0.098



Below is the molecule C2H5NOS, with properties calculated with ωB97M-V/def2-TZVPD.

LUMO = 0.61 eV
relative energy (zero: lowest compared OMol25 entry of this formula, charge and spin) = 293.9 kJ/mol
net charge = 0
Kohn-Sham gap = 9.2 eV
HOMO energy = -0.316 Ha

Each line ends with the Mulliken charge.
Element x y z (Å)
C: -1.83920 -0.92177 0.26163  -0.434
O: -1.45158 0.23599 -0.49868  -0.265
N: -0.51602 1.01424 0.08089  -0.137
C: 0.82542 0.83472 0.10615  -0.039
S: 1.67134 -0.54834 -0.04558  -0.335
H: -0.95707 -1.29975 0.74864  0.266
H: -2.62240 -0.55213 0.94681  0.230
H: -2.21785 -1.55916 -0.55865  0.181
H: -0.87984 1.88976 0.45396  0.250
H: 1.24319 1.82953 0.35500  0.283



Below is a cluster of 2 separate species, C4H12N2O2 in total, with properties calculated with ωB97M-V/def2-TZVPD.

LUMO = 0.78 eV
relative energy (zero: lowest compared OMol25 entry of this formula, charge and spin) = 234.8 kJ/mol
net charge = 0
Kohn-Sham gap = 9.9 eV
HOMO energy = -0.334 Ha

Each line ends with the Mulliken charge.
Element x y z (Å)
C: 0.54103 0.47267 -1.68242  -0.924
N: -0.01931 0.87255 -0.39353  -0.136
C: -0.81126 2.17779 -0.46968  -1.003
C: -0.84529 -0.28446 0.13637  -0.490
C: -0.49252 -0.60802 1.60817  0.333
N: 0.29280 0.29155 2.16435  -0.305
O: -0.76962 -1.73335 1.92853  -0.617
H: 0.76338 -0.56095 -1.72471  0.323
H: -0.23311 0.41495 -2.53698  0.305
H: 1.42287 1.09082 -1.97464  0.299
H: -0.06137 2.82434 -0.79564  0.413
H: -0.98675 2.42783 0.63613  0.275
H: -1.80087 2.18009 -0.87340  0.338
H: -0.57002 -1.26786 -0.22829  0.368
H: -1.89513 -0.24652 -0.10958  0.352
H: 0.60929 0.02771 3.12228  0.243
H: 0.56576 1.14148 1.68734  0.250
O: 1.61705 -3.08102 -0.47858  -0.667
H: 1.23533 -3.84226 -0.06158  0.327
H: 1.43774 -2.29735 0.04586  0.316



Below is a cluster of 3 separate species, C4H15NO2 in total, with properties calculated with ωB97M-V/def2-TZVPD.

LUMO = 0.73 eV
relative energy (zero: lowest compared OMol25 entry of this formula, charge and spin) = 144.5 kJ/mol
net charge = 0
Kohn-Sham gap = 9.8 eV
HOMO energy = -0.332 Ha

Each line ends with the Mulliken charge.
Element x y z (Å)
C: -1.14143 -1.28490 -0.76530  -1.208
C: 0.14068 -0.49291 -1.00793  -0.485
N: 0.90452 -0.19578 0.17412  0.112
C: 2.19099 0.35798 -0.15123  -1.106
C: 0.15458 0.76905 0.97628  -1.255
H: -0.84420 -2.10818 -0.12838  0.298
H: -1.75264 -0.64944 -0.10965  0.260
H: -1.74085 -1.48111 -1.64990  0.389
H: -0.01785 0.31200 -1.74617  0.393
H: 0.79798 -1.09000 -1.66306  0.343
H: 2.12969 1.26683 -0.77106  0.385
H: 2.77519 -0.35206 -0.74172  0.358
H: 2.75932 0.65228 0.72835  0.341
H: -0.11831 1.63905 0.36186  0.451
H: -0.74996 0.36676 1.42803  0.315
H: 0.75064 1.15204 1.80288  0.424
O: -3.32456 2.50656 -1.43890  -0.638
H: -3.08172 1.64504 -1.81862  0.315
H: -3.73056 2.34302 -0.58508  0.318
O: 1.06417 -1.74847 2.69615  -0.642
H: 1.33013 -2.54657 2.22867  0.306
H: 1.50421 -1.06119 2.18065  0.326



Below is the molecule C16H24N2O2S, with properties calculated with ωB97M-V/def2-TZVPD.

LUMO = 0.56 eV
relative energy (zero: lowest compared OMol25 entry of this formula, charge and spin) = 1631.0 kJ/mol
net charge = 0
Kohn-Sham gap = 8.5 eV
HOMO energy = -0.293 Ha

Each line ends with the Mulliken charge.
Element x y z (Å)
C: 1.25237 3.90366 0.05840  -1.324
C: 1.41943 2.64276 -0.89206  0.060
O: 2.25906 1.54114 -0.55971  -0.231
C: 1.83482 0.86287 0.66999  0.180
O: 0.76828 0.93069 1.40104  -0.594
C: 2.96764 -0.03804 0.81417  0.520
C: 3.37470 -0.79685 -0.41901  -1.430
C: 2.40244 -1.93851 -0.63032  -2.086
N: 1.22637 -1.97830 -0.05968  0.110
C: 0.26034 -1.09732 -0.64698  0.457
S: 0.56225 -0.64967 -2.22319  -0.360
N: -0.99991 -1.09290 -0.27188  0.435
C: -2.02482 -0.45252 -0.64018  -0.548
C: -3.26780 -0.98335 -0.91049  -1.113
C: -4.49370 -0.18289 0.15953  -0.127
C: -3.92872 -0.32516 1.48870  -1.102
C: -2.86031 0.29911 1.74779  -1.463
C: -2.39875 0.90314 0.23325  -1.457
C: -3.85773 1.31133 -0.31389  -1.009
C: 1.22471 -1.90926 1.48022  -0.141
C: 2.48075 -1.12015 2.00056  -0.861
H: 0.77089 3.60681 1.00715  0.313
H: 0.45027 4.46699 -0.43620  0.370
H: 2.07691 4.43153 -0.03844  0.492
H: 1.74812 2.97477 -1.93189  0.347
H: 0.34630 2.12391 -0.94999  -0.048
H: 3.69502 0.59653 1.55639  0.311
H: 3.40850 -0.20519 -1.19532  0.741
H: 4.40052 -0.95926 -0.19873  0.540
H: 2.80230 -2.79343 0.05771  0.327
H: 2.46226 -2.32279 -1.43039  1.310
H: -1.21746 -1.43377 0.92399  0.517
H: -1.74809 0.03868 -1.57344  0.331
H: -3.29124 -2.06465 -0.36566  0.278
H: -3.73398 -1.13341 -1.97835  0.245
H: -5.45085 -0.53059 -0.32317  0.467
H: -4.40750 -0.95279 2.10380  0.557
H: -2.16491 0.50158 2.19602  1.515
H: -1.76534 1.52007 0.26576  1.628
H: -4.50342 1.86370 0.41508  0.332
H: -3.89015 1.37623 -1.26587  0.606
H: 1.22956 -2.79342 2.14210  0.269
H: 0.35961 -1.21060 1.90894  -0.116
H: 2.32697 -0.33046 2.96382  0.324
H: 3.34501 -1.75825 2.01889  0.424



- Look up the net charge of the sixth one.
  0